Formula: C13H20N2O4S
Source: OMol25
Level of theory: the ωB97M-V functional and the def2-TZVPD basis

Structure (XYZ):
```
40
Properties=species:S:1:pos:R:3:forces:R:3:mulliken_charge:R:1
S 0.88840 -2.01228 -0.85052 0.8 0.2 0.2 -0.31
O 2.43818 2.49062 0.39017 0.1 -0.3 0.0 -0.31
O 0.22924 2.37111 0.01202 0.1 0.2 0.1 -0.82
O -4.35771 -2.87662 -1.49989 0.3 -0.1 -0.3 -0.54
O -1.60739 -1.96449 -1.33381 -0.3 -0.2 -0.1 -0.73
N -0.84474 0.04560 -0.69708 0.0 0.3 0.1 0.00
N -3.87242 -0.31231 0.14599 -0.1 0.2 0.0 -0.36
C 2.55287 -1.65027 -0.46582 -0.4 0.3 0.0 0.76
C 2.74455 -0.34372 -0.13952 0.0 -0.3 -0.1 -0.38
C 1.89345 4.11834 2.12093 0.1 -0.2 -0.3 -1.11
C -3.99772 -1.67568 0.63467 -0.3 -0.3 -0.2 -0.66
C -1.83388 -0.78959 -1.08642 -0.4 0.5 0.0 0.83
C 4.07018 0.23473 0.22991 0.0 -0.1 0.0 -1.30
C 0.45101 -0.38078 -0.56065 0.4 -0.1 0.1 0.27
C 3.56254 -2.74505 -0.52879 0.0 0.0 0.0 -1.48
C 1.32207 1.82683 0.07841 -0.3 0.0 -0.1 1.08
C 2.30764 3.88153 0.67541 -0.2 0.6 0.1 -0.28
C -3.21327 -0.16547 -1.15275 -0.3 0.0 -0.2 -0.97
C 1.52594 0.41031 -0.19193 -0.3 -0.3 -0.1 0.00
C -4.85592 -2.63203 -0.20955 0.0 0.0 0.5 -0.44
H -4.43675 -1.61363 1.63405 0.1 -0.1 0.0 0.41
H -4.95408 -3.57852 0.34606 -0.1 0.1 0.0 0.31
H 0.90602 3.69877 2.29719 -0.1 0.0 0.0 0.31
H 2.60341 3.64900 2.79787 0.1 0.0 0.1 0.29
H -4.79534 0.10821 0.08733 0.1 0.0 0.0 0.28
H -3.39170 -2.96861 -1.45581 -0.1 0.1 0.0 0.35
H 3.08119 -3.67131 -0.83060 0.1 -0.2 0.0 0.42
H -3.76466 -0.64622 -1.97337 0.2 0.1 0.1 0.40
H 4.34527 -2.51132 -1.25019 0.1 -0.1 0.0 0.33
H -5.85917 -2.21385 -0.34864 0.0 0.0 0.1 0.31
H -3.12491 0.90540 -1.35394 0.1 -0.1 0.0 0.49
H 1.86328 5.18552 2.32094 0.0 0.1 0.1 0.39
H 4.03015 -2.89958 0.44354 0.0 -0.1 0.0 0.33
H 4.02448 0.67870 1.22209 0.1 0.0 0.0 0.27
H 4.34611 1.02115 -0.46972 0.1 0.1 0.0 0.28
H 4.83726 -0.53368 0.21996 0.1 0.0 0.0 0.42
H 3.29473 4.30382 0.47497 -0.1 -0.1 0.0 0.33
H 1.56917 4.31819 -0.00517 0.2 0.0 0.1 0.31
H -2.99256 -2.09431 0.73458 -0.1 0.0 0.1 0.29
H -0.98496 1.03148 -0.46193 -0.1 -0.3 -0.1 0.23
```
Forces are in eV/Å.

Output
Gap between HOMO and LUMO: 8.650 eV
Highest occupied orbital energy: -8.0 eV
Charge: 0
Energy: -35811.764 eV
SMILES string: CCOC(=O)c1c(NC(=O)CNCCO)sc(C)c1C
Spin multiplicity: 1